Formula: C28H32CsF5GeN2O4S2
Source: OMol25
Level of theory: the ωB97M-V functional and the def2-TZVPD basis

Structure (XYZ):
```
75
Properties=species:S:1:pos:R:3:forces:R:3
Cs 0.517683 0.666292 -2.452829 2.0 -0.6 -0.8
N 1.255554 5.162139 0.407940 0.0 0.0 0.1
C 0.226135 4.835667 1.405165 0.0 0.0 -0.1
C -0.451653 3.494573 1.172262 0.2 0.1 -0.1
O 0.336317 2.504315 0.943877 0.1 0.0 0.3
N -1.746681 3.470176 1.204108 0.0 -0.1 0.2
C -2.291894 2.130051 1.055646 0.0 0.0 0.0
C -1.435263 1.146312 0.263673 0.2 0.3 -0.1
O -1.334093 1.215495 -0.950977 -2.0 0.3 1.4
O -0.928167 0.095373 0.914186 0.3 -0.1 0.0
H 0.797869 5.293332 -0.487583 0.0 0.0 0.0
H 1.818481 4.324425 0.293143 0.0 0.0 0.0
H -0.528203 5.620644 1.428446 0.0 0.0 0.0
H 0.710927 4.800186 2.385620 0.0 0.0 0.0
H -3.238381 2.205767 0.518279 -0.1 -0.1 0.0
H -2.496462 1.687311 2.035660 0.0 0.0 0.0
F 5.296803 -4.785669 2.581930 0.0 0.0 0.0
C 5.000284 -4.455903 1.307488 0.0 0.0 0.1
C 4.165828 -3.394542 1.023753 -0.1 0.1 0.0
F 3.640097 -2.682784 2.041186 0.0 0.0 0.0
C 3.869100 -3.068379 -0.284830 0.0 0.1 0.0
F 3.042998 -2.021580 -0.465800 0.0 0.0 0.0
C 4.375891 -3.754298 -1.400786 0.0 0.0 0.0
S 3.998329 -3.322227 -3.023120 0.0 0.0 0.0
C 5.218946 -4.824182 -1.052343 0.0 0.0 0.0
F 5.782922 -5.573419 -2.015450 0.0 0.0 0.0
C 5.526022 -5.168503 0.249495 0.0 -0.1 -0.1
F 6.346146 -6.209404 0.506253 0.0 0.0 0.0
C -7.399511 0.717063 -5.889128 0.1 0.0 -0.1
C -7.873348 -0.441329 -6.728739 0.0 0.0 0.0
O -9.035405 -0.627951 -6.997870 0.0 0.0 0.0
S -6.675110 -1.603203 -7.368653 -0.1 0.1 0.0
C -5.110713 -0.972515 -6.832575 0.0 0.0 0.0
C -4.562250 -1.377879 -5.617547 0.1 0.1 0.0
C -3.355620 -0.854398 -5.185233 -0.1 -0.1 0.0
C -2.646193 0.087519 -5.951400 0.1 0.1 0.1
C -3.204234 0.458388 -7.187132 -0.1 0.0 -0.1
C -4.412915 -0.059465 -7.619659 0.1 0.0 0.0
C -1.423289 0.661094 -5.494915 0.0 0.0 -0.1
C -0.375294 1.217587 -5.143828 -0.3 0.0 -0.5
H -8.271119 1.240775 -5.503621 0.0 0.0 0.0
H -6.798431 1.393550 -6.499987 0.0 0.0 0.0
H -6.761427 0.381577 -5.073270 0.0 0.0 0.0
H -5.095620 -2.097287 -5.007466 0.0 0.0 0.0
H -2.941122 -1.163744 -4.235123 0.0 0.0 0.0
H -2.665985 1.173235 -7.796080 0.0 0.0 0.0
H -4.828785 0.246519 -8.572503 0.0 0.0 0.0
C 0.598052 -0.518453 5.913845 0.0 -0.1 0.0
C 0.385614 -1.950022 5.422676 0.0 0.1 -0.1
C 0.898018 -2.206147 4.002830 0.0 0.1 0.0
C 0.022398 -1.626306 2.878141 -0.1 0.0 0.1
Ge 0.287581 0.243274 2.295554 -0.4 -0.2 0.0
C 2.180607 0.330309 1.844481 0.0 0.1 0.0
C 3.036146 0.841351 3.012945 0.0 0.0 -0.1
C 2.838864 2.319091 3.343067 0.1 -0.1 0.0
C 3.617093 2.740929 4.585722 0.0 0.0 0.0
H 0.149033 -0.360945 6.898051 0.0 0.0 0.0
H 0.157385 0.207514 5.230952 0.0 0.0 0.0
H 1.665799 -0.292934 5.993805 0.0 0.0 0.0
H -0.680377 -2.196597 5.463598 0.0 0.0 0.0
H 0.889410 -2.636594 6.109917 0.0 0.0 0.0
H 0.987769 -3.285883 3.858963 0.0 0.0 0.0
H 1.921230 -1.820764 3.927219 0.0 -0.1 0.0
H -1.040734 -1.774579 3.095949 0.0 -0.1 0.0
H 0.219779 -2.180645 1.954472 0.0 0.0 0.0
H -0.268802 1.218640 3.344280 0.0 0.1 -0.1
H 2.309412 0.964465 0.968592 0.0 0.0 0.0
H 2.466511 -0.691578 1.581963 0.0 0.2 0.0
H 4.091888 0.675540 2.770902 0.0 0.0 0.0
H 2.842950 0.247645 3.915314 0.0 0.0 0.0
H 1.776631 2.530683 3.475724 0.0 0.0 0.0
H 3.151766 2.918354 2.484443 0.0 0.0 0.0
H 3.286735 2.172581 5.461627 0.0 0.0 0.0
H 3.480946 3.802235 4.804570 0.0 0.0 0.0
H 4.689132 2.558133 4.460761 0.0 0.0 0.0
```
Forces are in eV/Å.

Values from the calculation:
Energy: -4889.406287 Ha
HOMO-LUMO gap: 5.9309 eV
Total charge: -2
Energy above the lowest of the compared OMol25 structures with the same formula, charge and spin: 0.0 kcal/mol
HOMO: -2.3 eV
F_max: 0.047 Eh/bohr

Here are the Mulliken charges for atoms 1 to 2, given in e:
1 Cs 1.08
2 N -0.71

---

Formula: C22H28N2O4
Source: OMol25
Level of theory: the ωB97M-V functional and the def2-TZVPD basis

Structure (XYZ):
```
56
Properties=species:S:1:pos:R:3:forces:R:3
C -1.193326 1.863228 -2.790590 0.1 0.2 -0.2
C -0.108506 2.090585 -1.736458 0.1 0.1 -0.2
C 0.117323 0.892605 -0.802269 0.3 0.1 -0.4
C -0.850283 0.816018 0.333756 -0.8 -0.2 1.0
N -0.357313 0.842635 1.524812 0.7 0.2 -1.9
C -1.226124 0.752574 2.624919 -0.7 -0.1 1.4
C -2.620033 1.333411 2.382037 -0.1 0.1 0.1
C -3.205622 0.677340 1.142784 0.5 -0.2 -0.2
N -2.221574 0.723463 0.050958 0.3 0.2 -0.2
C -2.748580 0.485421 -1.303527 0.4 0.0 0.5
C -2.602089 1.687471 -2.229230 -0.1 0.1 -0.3
H -1.188898 2.698048 -3.505603 0.0 -0.1 0.2
H -0.931231 0.980684 -3.387833 0.0 0.0 0.1
H 0.834943 2.332434 -2.247446 -0.2 -0.2 0.1
H -0.346475 2.978446 -1.137350 0.0 -0.1 0.0
H 0.086937 -0.043732 -1.369319 -0.1 0.0 -0.1
H 1.123949 0.940339 -0.367394 -0.4 0.0 0.0
H -1.309606 -0.305513 2.906641 -0.1 0.0 0.1
H -0.741256 1.253251 3.475163 -0.2 -0.1 -0.1
H -3.276248 1.198008 3.252990 0.2 -0.1 -0.2
H -2.544851 2.415776 2.222861 0.1 -0.1 -0.1
H -3.440605 -0.375614 1.334005 -0.1 0.0 0.2
H -4.136217 1.157699 0.817792 0.2 0.1 0.0
H -2.251450 -0.394748 -1.721053 0.0 0.0 -0.2
H -3.803991 0.210233 -1.196883 0.2 0.1 0.1
H -2.902384 2.591993 -1.687785 0.0 -0.1 0.1
H -3.313594 1.598843 -3.062190 0.2 -0.1 0.1
C 6.213830 3.904703 6.049530 -0.3 -0.2 -0.2
C 4.859601 3.300058 6.427387 0.7 0.6 0.8
C 4.550618 3.559220 7.904752 -0.3 -0.3 -0.5
O 3.822864 3.976371 5.663151 0.1 -1.3 -0.5
C 3.619381 3.532607 4.382888 -0.7 1.1 -1.6
O 2.998409 4.164368 3.547533 0.4 0.1 1.8
C 4.183307 2.235866 3.996489 0.3 0.0 0.3
C 4.197535 1.899792 2.693521 0.0 -0.1 0.5
C 4.741571 0.665329 2.123752 0.3 -0.4 -0.2
C 6.050968 0.259966 2.388366 -0.3 0.3 0.0
C 6.529036 -0.935330 1.899499 0.2 0.0 0.0
C 5.721874 -1.739121 1.119106 0.0 -0.2 -0.1
C 4.436353 -1.333512 0.817628 0.0 -0.3 -0.1
C 3.948607 -0.143338 1.310296 -0.1 0.6 0.2
C 4.602652 1.321879 5.067110 0.4 -2.0 -0.6
O 4.649877 0.124758 4.848994 0.1 1.4 1.4
O 4.928927 1.853564 6.284702 -0.9 0.6 -0.9
H 6.415936 3.734782 4.995028 0.1 0.0 -0.2
H 6.214111 4.978413 6.227713 -0.1 0.0 0.0
H 7.010474 3.446862 6.631968 -0.1 -0.1 0.0
H 3.585245 3.119302 8.142440 -0.1 0.0 0.0
H 5.302567 3.097751 8.539660 0.1 0.0 -0.1
H 4.504229 4.624758 8.112980 0.1 0.1 -0.1
H 3.759653 2.613457 2.015699 -0.2 0.2 -0.1
H 6.674407 0.887044 3.004434 0.2 0.1 0.1
H 7.531974 -1.251311 2.138694 0.1 0.0 0.0
H 6.091176 -2.687715 0.758581 0.0 -0.1 -0.1
H 3.806155 -1.963597 0.210486 -0.1 -0.1 -0.1
H 2.932129 0.155071 1.112207 -0.2 0.0 -0.1
```
Forces are in eV/Å.

Values from the calculation:
Energy: -1265.594935 Ha
HOMO-LUMO gap: 7.6894 eV
Energy above the lowest of the compared OMol25 structures with the same formula, charge and spin: 52.5 kcal/mol
HOMO: -8.0 eV
SMILES string: CC1(C)OC(=O)C(=Cc2ccccc2)C(=O)O1.C1CCC2=NCCCN2CC1
F_max: 0.041 Eh/bohr

Here are the Mulliken charges for atoms 1 to 2, given in e:
1 C -0.64
2 C -0.82

---

Formula: C3H6N2
Source: OMol25
Level of theory: the ωB97M-V functional and the def2-TZVPD basis

Structure (XYZ):
```
11
Properties=species:S:1:pos:R:3:forces:R:3
C 1.200201 -0.065944 -0.050505 -0.8 -1.0 2.8
C -0.231787 0.046414 -0.402104 1.0 0.4 -1.8
N -0.984749 -1.053861 -0.033522 1.5 0.0 2.1
C -0.810880 1.394343 -0.244371 -0.5 0.9 0.3
N -1.332671 2.418056 -0.096129 0.6 -1.1 -0.2
H 1.846157 0.797651 -0.208879 -0.1 -0.1 0.4
H 0.758562 -0.566487 1.495115 0.2 0.5 -1.6
H 1.632658 -1.042362 -0.260956 -0.1 0.2 -0.2
H 0.195140 -0.037668 -1.467773 -1.0 0.1 -0.2
H -1.978741 -0.843663 -0.075458 0.0 0.0 0.5
H -0.293889 -1.046477 1.344577 -0.8 0.2 -2.1
```
Forces are in eV/Å.

Values from the calculation:
Energy: -227.228304 Ha
HOMO-LUMO gap: 9.9472 eV
Energy above the lowest of the compared OMol25 structures with the same formula, charge and spin: 123.3 kcal/mol
HOMO: -10.1 eV
F_max: 0.059 Eh/bohr

Here are the Mulliken charges for atoms 1 to 2, given in e:
1 C -1.08
2 C 0.58

---

Formula: C7H17N
Source: OMol25
Level of theory: the ωB97M-V functional and the def2-TZVPD basis

Structure (XYZ):
```
25
Properties=species:S:1:pos:R:3:forces:R:3
C 2.016618 -0.494846 0.953116 0.4 -0.5 0.1
N 0.719867 -0.746180 0.347314 -0.2 0.2 0.1
C -0.130238 0.437663 0.164547 -0.1 -0.6 -0.4
C -1.530773 -0.036122 -0.265760 -0.3 -0.1 0.0
C -2.608027 0.996815 0.089217 0.4 0.1 -0.4
C -1.617701 -0.409415 -1.749219 0.7 0.5 -0.2
C 0.454813 1.507028 -0.755187 0.2 0.5 0.6
C 2.575653 -1.746536 1.660534 -0.2 0.2 0.1
H 1.933822 0.307878 1.683424 -0.2 0.1 0.0
H 2.758835 -0.160249 0.230084 0.1 0.2 -0.3
H 0.851282 -1.224559 -0.538320 -0.1 0.0 0.1
H -0.247820 0.864548 1.157663 0.1 0.1 0.2
H -1.699544 -0.948070 0.307558 -0.1 0.0 0.1
H -2.253463 1.991826 -0.183111 -0.1 0.1 -0.1
H -3.512693 0.814747 -0.486800 -0.2 0.0 0.1
H -2.834942 1.035057 1.147352 -0.1 -0.2 0.2
H -1.703686 0.484385 -2.375767 -0.1 0.0 0.1
H -0.698465 -0.895447 -2.088997 -0.1 -0.2 0.0
H -2.451060 -1.053774 -1.996710 -0.2 -0.2 0.2
H -0.045835 2.457287 -0.556881 -0.1 0.0 -0.3
H 1.495282 1.697745 -0.489960 0.1 -0.1 -0.1
H 0.409871 1.272258 -1.815878 -0.1 -0.1 0.0
H 3.662858 -1.800311 1.560322 -0.1 -0.1 -0.1
H 2.355262 -1.698213 2.728916 -0.1 -0.1 0.0
H 2.100083 -2.653516 1.272537 0.2 0.1 0.0
```
Forces are in eV/Å.

Values from the calculation:
Energy: -331.652678 Ha
HOMO-LUMO gap: 9.7187 eV
Energy above the lowest of the compared OMol25 structures with the same formula, charge and spin: 11.4 kcal/mol
HOMO: -8.6 eV
SMILES string: CCN[C@@H](C)C(C)C
F_max: 0.017 Eh/bohr

Here are the Mulliken charges for atoms 1 to 2, given in e:
1 C -0.52
2 N -0.25